(1)
Entry from OMol25: the molecule Cl2H2N2S2 at a distorted geometry (ωB97M-V/def2-TZVPD).

Calculated values
Orbital gap   8.87 eV
SMILES string   SN(Cl)N(S)Cl

Cartesian coordinates (Å):
N: 1.155 0.045 0.420
N: 0.746 0.615 -0.660
S: 1.447 -1.676 0.210
S: -0.104 2.077 -0.352
Cl: 2.358 1.015 1.416
Cl: 1.840 0.929 -2.076
H: 0.370 -1.678 1.012
H: -1.144 1.892 -1.313

Cartesian forces (eV/Å) of the 3 atoms listed first:
N 1.38 -0.39 0.45
N -1.34 1.50 -1.62
S -0.32 1.05 0.93

Let us look at the natural (NBO) charges, expressed in e, one per atom: -0.35 -0.36 0.23 0.20 0.00 0.00 0.15 0.14

=====

(2)
Entry from OMol25: a cluster of 6 separate species, C23H50BrFNO11P2S in total (ωB97M-V/def2-TZVPD).

Calculated values
Orbital gap   7.41 eV
Net charge   +1

Cartesian coordinates (Å):
C: 1.758 5.682 3.614
C: 3.045 5.539 2.824
F: 4.089 6.212 3.474
C: 3.061 6.058 1.384
P: 2.611 7.791 1.074
S: 2.774 8.086 -0.970
Br: 0.535 8.144 1.441
P: 3.741 9.558 2.016
N: 5.302 9.108 1.638
O: 3.656 9.086 3.562
H: 1.660 4.864 4.326
H: 0.876 5.657 2.974
H: 1.775 6.613 4.184
H: 3.335 4.487 2.768
H: 2.466 5.433 0.712
H: 4.103 6.014 1.041
H: 4.014 7.564 -1.004
H: 5.629 8.150 1.631
H: 5.682 9.625 0.855
H: 3.159 9.699 4.115
O: -1.600 4.643 3.210
C: -2.539 5.154 2.654
O: -2.901 4.686 1.449
C: -4.098 5.107 0.770
C: -3.879 6.365 -0.040
C: -3.248 6.354 3.239
H: -4.919 5.208 1.478
H: -4.339 4.265 0.123
H: -3.628 7.216 0.596
H: -4.785 6.612 -0.592
H: -3.070 6.216 -0.755
H: -2.643 7.226 2.980
H: -3.248 6.254 4.321
H: -4.260 6.520 2.888
O: -4.532 0.665 1.142
C: -3.369 0.413 1.332
O: -3.018 -0.842 1.642
C: -1.644 -1.270 1.703
C: -0.986 -0.928 3.023
C: -2.332 1.511 1.308
H: -1.089 -0.871 0.852
H: -1.687 -2.349 1.591
H: -0.922 0.148 3.189
H: 0.022 -1.344 3.040
H: -1.553 -1.366 3.845
H: -2.329 1.990 2.288
H: -2.661 2.246 0.580
H: -1.318 1.197 1.075
O: -0.792 -4.440 1.247
C: -0.012 -4.813 0.410
O: 1.126 -4.099 0.239
C: 2.194 -4.582 -0.594
C: 1.985 -4.277 -2.061
C: -0.301 -5.997 -0.473
H: 2.346 -5.647 -0.419
H: 3.076 -4.067 -0.214
H: 1.099 -4.777 -2.450
H: 2.845 -4.616 -2.639
H: 1.860 -3.209 -2.231
H: -0.911 -5.647 -1.307
H: -0.877 -6.720 0.096
H: 0.576 -6.499 -0.871
O: -0.631 -9.182 0.198
C: -1.607 -9.778 -0.171
O: -2.575 -9.080 -0.801
C: -3.729 -9.702 -1.385
C: -4.828 -9.934 -0.370
C: -1.799 -11.248 0.109
H: -3.447 -10.621 -1.899
H: -4.052 -8.993 -2.145
H: -4.518 -10.633 0.406
H: -5.709 -10.342 -0.865
H: -5.102 -8.993 0.107
H: -2.219 -11.344 1.111
H: -0.818 -11.715 0.109
H: -2.450 -11.765 -0.589
O: 0.884 -2.557 -4.999
C: 1.841 -1.887 -5.264
O: 2.828 -1.794 -4.339
C: 4.077 -1.145 -4.596
C: 4.006 0.350 -4.369
C: 1.948 -1.106 -6.552
H: 4.438 -1.387 -5.597
H: 4.765 -1.605 -3.888
H: 3.315 0.828 -5.064
H: 4.993 0.794 -4.508
H: 3.669 0.556 -3.353
H: 1.427 -0.158 -6.411
H: 1.424 -1.667 -7.320
H: 2.962 -0.900 -6.878

Cartesian forces (eV/Å) of the 3 atoms listed first:
C 0.04 -0.04 0.07
C 0.04 -0.02 -0.03
F -0.10 -0.09 -0.02

Mulliken atomic charge list, values in e, 8 entries: -1.06 0.39 -0.33 -0.83 0.61 -0.21 -0.13 0.27

=====

(3)
Entry from OMol25: a structure of composition C32H34Cl7N5NdO3S at a distorted geometry (ωB97M-V/def2-TZVPD).

Calculated values
Orbital gap (spin up / spin down)   6.57 / 6.58 eV
Net charge   +1
Multiplicity   4

Cartesian coordinates (Å):
Nd: -0.235 -0.111 0.265
Cl: 2.196 -2.458 0.395
C: 1.026 -3.677 0.952
Cl: -0.149 -2.901 2.020
H: 1.554 -4.453 1.488
H: 0.503 -4.046 0.079
N: 1.303 2.232 0.836
C: 0.332 3.287 0.439
C: -0.596 2.673 -0.594
O: -0.548 3.006 -1.756
O: -1.342 1.693 -0.100
H: 1.806 2.565 1.649
H: 1.981 2.118 0.086
H: 0.800 4.172 0.016
H: -0.248 3.564 1.317
Cl: -5.750 2.456 4.050
C: -4.232 1.811 3.572
C: -4.166 0.664 2.787
Cl: -5.608 -0.107 2.260
C: -2.936 0.139 2.421
Cl: -2.844 -1.246 1.372
C: -1.714 0.713 2.810
O: -0.558 0.173 2.460
C: -1.817 1.880 3.580
Cl: -0.342 2.663 4.082
C: -3.043 2.422 3.959
Cl: -3.094 3.850 4.914
N: 1.870 2.362 -3.280
C: 1.524 1.115 -2.932
S: 2.300 0.322 -1.606
N: 0.589 0.469 -3.614
C: -0.225 0.890 -4.713
C: 0.178 1.817 -5.668
C: -0.692 2.157 -6.697
C: -1.946 1.574 -6.787
C: -2.322 0.617 -5.853
C: -1.464 0.272 -4.824
H: 2.520 2.810 -2.658
H: 1.158 2.952 -3.690
H: 0.302 -0.404 -3.177
H: 1.174 2.235 -5.669
H: -0.372 2.875 -7.441
H: -2.621 1.855 -7.585
H: -3.288 0.133 -5.918
H: -1.758 -0.477 -4.096
C: -4.951 -1.784 -2.837
C: -4.427 -0.689 -2.108
C: -3.126 -0.699 -1.697
C: -2.247 -1.784 -1.981
C: -0.866 -1.754 -1.555
C: -0.078 -2.757 -2.079
C: -0.573 -3.815 -2.887
C: -1.898 -3.877 -3.196
C: -2.771 -2.841 -2.770
C: -4.137 -2.827 -3.167
H: -5.989 -1.781 -3.145
H: -5.059 0.163 -1.888
H: -2.741 0.176 -1.191
H: 0.992 -2.753 -1.891
H: 0.110 -4.574 -3.255
H: -2.296 -4.688 -3.797
H: -4.514 -3.655 -3.760
C: 4.983 0.245 3.534
C: 3.956 -0.075 2.417
N: 2.698 -0.540 2.991
C: 2.917 -1.790 3.720
C: 3.964 -1.590 4.846
N: 4.344 -0.131 4.847
C: 3.117 0.715 5.089
C: 2.149 0.459 3.906
H: 5.232 1.303 3.594
H: 5.904 -0.327 3.446
H: 4.346 -0.846 1.755
H: 3.766 0.813 1.813
H: 3.267 -2.549 3.023
H: 1.966 -2.118 4.133
H: 4.877 -2.159 4.687
H: 3.574 -1.821 5.835
H: 5.013 0.034 5.595
H: 3.447 1.750 5.157
H: 2.706 0.417 6.051
H: 1.960 1.374 3.357
H: 1.181 0.114 4.257

Cartesian forces (eV/Å) of the 3 atoms listed first:
Nd 1.30 -0.57 -0.12
Cl 0.13 -0.16 -0.03
C 0.03 0.10 0.06

Mulliken atomic charge list, values in e, 8 entries: 0.08 -0.06 -0.59 0.01 0.54 0.30 -0.17 -0.54